# 1
# C3H7NOTl

A molecular structure, C3H7NOTl in a non-equilibrium geometry (wB97M-V/def2-TZVPD, OMol25).

Structure (XYZ):
```
13
Properties=species:S:1:pos:R:3:forces:R:3
Tl 1.0460 1.9287 2.5771 7.919 3.034 12.084
C -1.0292 0.9396 -0.7351 0.073 1.599 -0.220
C -0.0178 0.7070 0.3823 -0.791 -7.552 -4.143
O 0.1285 1.6241 1.2009 -7.663 3.194 -7.933
N 0.5255 -0.4622 0.5791 -0.158 1.729 -0.906
C 0.4711 -1.5789 -0.3499 0.258 -1.734 -0.646
H -0.6016 0.8214 -1.7307 0.992 -0.253 -0.124
H -1.3191 1.9904 -0.7421 -0.545 -0.009 0.154
H -1.8759 0.2544 -0.6947 -0.226 -0.172 0.785
H 1.1979 -0.4349 1.3323 0.552 -1.144 0.286
H -0.1770 -2.3857 -0.0075 -0.749 0.453 0.127
H 1.3946 -2.1503 -0.4438 0.688 0.671 0.383
H 0.2570 -1.2537 -1.3680 -0.350 0.183 0.152
```
Forces are in eV/Å.

Values from the calculation:
**Molar mass**: 277.5 g mol⁻¹
**Orbital gap**: 3.8717 eV
**E_LUMO**: -20.949 eV
**Energy above the lowest of the compared OMol25 structures with the same formula, charge and spin**: 122.34 kcal per mole
**Charge**: +3
**Calculated total energy**: -11411.2649 eV

---

# 2
# C3H7NP2

2 unconnected molecules or ions with the total composition C3H7NP2 in a non-equilibrium geometry (wB97M-V/def2-TZVPD, OMol25).

Structure (XYZ):
```
13
Properties=species:S:1:pos:R:3:forces:R:3
C -0.6319 0.5190 0.1833 0.434 -0.334 -0.112
C -2.0444 0.9970 0.1337 0.219 -0.886 -5.389
C -0.4127 -0.8196 -0.4651 2.605 1.402 -1.508
N 2.9076 -0.2992 1.3322 -0.632 0.623 1.517
P 3.1634 -0.5867 -0.1380 1.734 -0.652 -1.771
P 0.5108 1.4004 0.9944 0.466 -0.282 0.225
H -2.7578 0.1648 0.0060 0.239 0.275 0.570
H -2.1631 1.5573 -0.9268 0.113 -0.819 2.411
H -2.2285 1.6062 0.9176 -1.139 2.084 2.252
H -0.2675 -0.8134 -1.5800 -0.679 0.463 0.762
H -1.2433 -1.3658 -0.2182 -1.789 -1.973 0.434
H 0.5322 -1.2672 -0.1686 -0.246 -0.260 0.532
H 4.6352 -1.0927 -0.0704 -1.325 0.359 0.078
```
Forces are in eV/Å.

Values from the calculation:
**Molar mass**: 119.0 g mol⁻¹
**Orbital gap (alpha / beta)**: 6.5436 / 8.3544 eV
**E_LUMO (alpha / beta)**: -1.189 / -0.564 eV
**Energy above the lowest of the compared OMol25 structures with the same formula, charge and spin**: 89.89 kcal per mole
**Charge**: 0
**Calculated total energy**: -23286.7765 eV

---

# 3
# C3H7NS

A single C3H7NS molecule in a non-equilibrium geometry (wB97M-V/def2-TZVPD, OMol25).

Structure (XYZ):
```
12
Properties=species:S:1:pos:R:3:forces:R:3
S 1.3709 1.4138 -0.6057 -0.342 0.149 0.608
C 0.8243 0.3103 0.7750 -0.066 1.655 1.574
C -0.1570 -0.7485 0.4328 -0.763 -1.311 -0.556
C -1.2251 -0.4959 -0.5414 -1.678 0.210 0.220
N -0.0752 -1.2294 -0.9653 0.264 -0.846 0.019
H 0.6696 2.4981 -0.2009 0.179 -0.323 -0.238
H 1.7350 -0.0909 1.2178 -0.050 -0.156 -0.099
H 0.3752 0.9920 1.5477 0.549 -0.580 -0.582
H -0.4482 -1.5385 1.1822 1.010 0.916 -0.674
H -2.1724 -1.0443 -0.4926 0.443 -0.079 0.162
H -1.4097 0.5001 -0.8859 0.322 0.616 -0.314
H 0.5126 -0.5667 -1.4637 0.132 -0.250 -0.119
```
Forces are in eV/Å.

Values from the calculation:
**SMILES**: SC[C@H]1CN1
**Molar mass**: 89.2 g mol⁻¹
**Orbital gap**: 10.0832 eV
**E_LUMO**: 0.781 eV
**Energy above the lowest of the compared OMol25 structures with the same formula, charge and spin**: 29.81 kcal per mole
**Charge**: 0
**Calculated total energy**: -15548.3527 eV